Entry 1:
This record from the Open Molecules 2025 dataset describes C22H50P2RuSi2 as an isolated structure in a non-equilibrium geometry. The level of theory is wB97M-V/def2-TZVPD.

The energy relative to the best compared isomer or geometry (same formula, charge and spin) is 795.2 kJ/mol. Its expectation value of S² is 6.039. As for the net charge: +2. As for the multiplicity: 5. The maximum force comes out at 0.0882 Eh/bohr. Its total energy is -2223.85350 a.u. For the HOMO-LUMO gap (alpha / beta), the calculation gives 5.699 / 4.384 eV.

Structure (XYZ):
```
77
C22H50P2RuSi2 | the Open Molecules 2025 dataset | wB97M-V/def2-TZVPD
P -1.850 1.639 -0.814
P 1.271 1.712 -2.711
C -0.899 3.117 -1.428
C -0.176 2.903 -2.762
H -0.229 3.506 -0.645
H -1.695 3.877 -1.565
H -0.887 2.553 -3.531
H 0.221 3.866 -3.138
C 2.501 3.213 -3.067
H 3.547 2.848 -3.177
H 2.448 3.922 -2.225
H 2.220 3.761 -3.989
C 1.906 1.260 -4.448
H 1.799 2.126 -5.117
H 1.400 0.406 -4.920
H 2.984 1.015 -4.391
C -2.670 2.335 0.622
H -3.378 1.623 1.034
H -3.228 3.233 0.333
H -1.948 2.610 1.393
C -3.051 1.566 -2.179
H -2.603 1.167 -3.099
H -3.408 2.581 -2.393
H -3.908 0.937 -1.909
Ru -1.690 -0.169 2.006
C 2.820 0.549 -1.954
C 2.240 1.611 -1.116
C 1.265 1.315 0.008
C 0.193 0.269 -0.325
C -0.680 0.278 -1.577
C 0.201 0.163 -2.797
C 1.066 -1.127 -2.714
C 2.400 -0.876 -1.923
C -3.537 -0.613 1.232
H 3.781 0.757 -2.453
H 2.922 2.424 -0.861
H 0.803 2.251 0.382
H 1.883 0.928 0.857
H 0.696 -0.693 -0.336
H -0.517 0.232 0.601
H -1.343 -0.612 -1.498
H -0.411 0.210 -3.722
H 1.336 -1.445 -3.742
H 0.508 -1.939 -2.231
H 2.333 -1.260 -0.895
H 3.184 -1.487 -2.386
H -3.850 -1.580 1.667
H -3.414 -0.725 0.140
H -4.366 0.118 1.413
C 1.717 -0.952 4.472
Si 0.037 -0.642 3.701
C -1.638 -1.302 4.231
C -0.480 1.165 3.409
C 0.036 -1.330 1.946
Si 0.169 -3.180 1.637
C -1.629 -3.625 1.758
C 0.894 -3.720 -0.022
C 1.309 -3.999 2.869
H 1.583 -0.865 5.564
H 2.419 -0.173 4.121
H 2.182 -1.926 4.233
H -1.753 -0.816 5.201
H -2.526 -1.054 3.590
H -1.540 -2.384 4.339
H 0.295 1.736 2.883
H -1.509 1.417 2.940
H -0.625 1.443 4.460
H 1.010 -0.928 1.552
H -2.137 -2.632 1.721
H -1.918 -4.209 0.879
H -1.912 -4.184 2.658
H 1.829 -3.204 -0.297
H 1.149 -4.790 0.033
H 0.185 -3.618 -0.848
H 2.187 -3.390 3.111
H 0.801 -4.265 3.801
H 1.675 -4.930 2.408
```

For each atom in turn, the Löwdin charge in e is: atom 1 (P): 0.967, atom 2 (P): 0.896, atom 3 (C): -0.294, atom 4 (C): -0.238, atom 5 (H): 0.091, atom 6 (H): 0.108, atom 7 (H): 0.103, atom 8 (H): 0.098, atom 9 (C): -0.124, atom 10 (H): 0.087, atom 11 (H): 0.078, atom 12 (H): 0.075, atom 13 (C): -0.117, atom 14 (H): 0.072, atom 15 (H): 0.069, atom 16 (H): 0.081, atom 17 (C): -0.211, atom 18 (H): -0.004, atom 19 (H): 0.087, atom 20 (H): 0.044, atom 21 (C): -0.174, atom 22 (H): 0.059, atom 23 (H): 0.071, atom 24 (H): 0.071, atom 25 (Ru): 0.802, atom 26 (C): -0.170, atom 27 (C): -0.280, atom 28 (C): -0.159, atom 29 (C): -0.323, atom 30 (C): -0.338, atom 31 (C): -0.313, atom 32 (C): -0.113, atom 33 (C): -0.153, atom 34 (C): -0.264, atom 35 (H): 0.135, atom 36 (H): 0.137, atom 37 (H): 0.102, atom 38 (H): 0.138, atom 39 (H): 0.059, atom 40 (H): 0.006, atom 41 (H): 0.139, atom 42 (H): 0.137, atom 43 (H): 0.128, atom 44 (H): 0.105, atom 45 (H): 0.098, atom 46 (H): 0.135, atom 47 (H): 0.007, atom 48 (H): -0.013, atom 49 (H): 0.027, atom 50 (C): -0.130, atom 51 (Si): 0.394, atom 52 (C): -0.176, atom 53 (C): -0.212, atom 54 (C): -0.428, atom 55 (Si): 0.443, atom 56 (C): -0.172, atom 57 (C): -0.168, atom 58 (C): -0.168, atom 59 (H): 0.051, atom 60 (H): 0.052, atom 61 (H): 0.021, atom 62 (H): 0.055, atom 63 (H): 0.027, atom 64 (H): 0.052, atom 65 (H): 0.044, atom 66 (H): 0.022, atom 67 (H): 0.071, atom 68 (H): 0.023, atom 69 (H): -0.026, atom 70 (H): 0.043, atom 71 (H): 0.051, atom 72 (H): 0.023, atom 73 (H): 0.050, atom 74 (H): 0.022, atom 75 (H): 0.017, atom 76 (H): 0.048, atom 77 (H): 0.045

***

Entry 2:
This record from the Open Molecules 2025 dataset describes C22H51AuBN4O2Si2 as an isolated structure in a non-equilibrium geometry. The level of theory is wB97M-V/def2-TZVPD.

The energy relative to the best compared isomer or geometry (same formula, charge and spin) is 150.8 kJ/mol. Its expectation value of S² is 2.009. As for the net charge: +1. As for the multiplicity: 3. The maximum force comes out at 0.1029 Eh/bohr. Its total energy is -1977.47282 a.u. For the HOMO-LUMO gap (alpha / beta), the calculation gives 6.619 / 5.078 eV.

Structure (XYZ):
```
83
C22H51AuBN4O2Si2 | the Open Molecules 2025 dataset | wB97M-V/def2-TZVPD
O -1.261 -3.304 -1.872
O -2.456 -1.397 -2.780
C 0.213 -3.404 -2.305
C 1.286 -3.169 -1.258
H 0.355 -2.723 -3.171
H 0.313 -4.445 -2.638
H 1.426 -2.100 -1.072
H 2.225 -3.574 -1.644
H 1.142 -3.726 -0.329
C -1.428 -3.242 -0.393
C -2.823 -2.774 -0.059
H -0.676 -2.563 0.025
H -1.282 -4.251 -0.023
H -2.826 -1.681 0.057
H -3.163 -3.198 0.906
H -3.593 -3.059 -0.788
C -3.121 -0.101 -2.641
C -2.309 -1.670 -4.200
C -3.888 0.069 -1.372
H -3.831 -0.020 -3.473
H -2.364 0.678 -2.744
H -4.482 -0.801 -1.101
H -4.611 0.875 -1.494
H -3.287 0.367 -0.519
C -3.128 -2.909 -4.517
H -1.234 -1.815 -4.401
H -2.633 -0.766 -4.765
H -2.880 -3.776 -3.881
H -2.955 -3.176 -5.564
H -4.193 -2.684 -4.397
H -1.852 -2.570 -2.237
Au 0.825 1.563 1.428
C 0.517 1.166 -0.488
Si 1.204 1.674 -2.165
H -0.589 1.160 -0.565
H 0.626 0.041 -0.439
C 2.185 0.243 -2.856
C 2.017 3.316 -1.785
C -0.157 1.823 -3.444
C 2.688 0.617 1.049
Si 3.849 1.628 2.125
H 2.942 0.583 -0.026
H 2.465 -0.400 1.426
C 4.413 3.059 1.047
C 5.269 0.491 2.594
C 2.983 2.297 3.660
H 0.260 2.372 -4.308
H -1.049 2.350 -3.069
H -0.453 0.819 -3.794
H 2.808 -0.300 -2.136
H 2.818 0.623 -3.669
H 1.469 -0.467 -3.303
H 1.938 3.537 -0.708
H 1.528 4.110 -2.366
H 3.071 3.302 -2.088
H 5.416 -0.286 1.831
H 5.076 0.004 3.559
H 6.193 1.079 2.673
H 2.524 1.498 4.259
H 2.175 2.999 3.398
H 3.721 2.823 4.284
H 5.497 3.188 1.166
H 3.922 3.995 1.347
H 4.210 2.885 -0.018
B -0.719 1.587 4.557
N -0.337 0.100 4.300
C -0.393 -0.925 5.174
C 0.000 -2.087 4.507
C 0.307 -1.661 3.192
N 0.064 -0.350 3.057
N -1.596 1.979 3.305
C -2.913 2.266 3.277
C -3.282 2.495 1.965
C -2.139 2.322 1.179
N -1.101 2.057 2.018
H 0.232 2.324 4.657
H -1.430 1.650 5.529
H -0.694 -0.762 6.195
H 0.070 -3.082 4.900
H 0.708 -2.242 2.369
H -3.515 2.303 4.170
H -4.249 2.771 1.586
H -2.060 2.375 0.096
```

For each atom in turn, the Löwdin charge in e is: atom 1 (O): -0.054, atom 2 (O): -0.209, atom 3 (C): -0.084, atom 4 (C): -0.067, atom 5 (H): 0.121, atom 6 (H): 0.136, atom 7 (H): 0.060, atom 8 (H): 0.105, atom 9 (H): 0.086, atom 10 (C): -0.142, atom 11 (C): -0.043, atom 12 (H): 0.111, atom 13 (H): 0.138, atom 14 (H): 0.065, atom 15 (H): 0.109, atom 16 (H): 0.099, atom 17 (C): -0.197, atom 18 (C): -0.233, atom 19 (C): -0.065, atom 20 (H): 0.129, atom 21 (H): 0.089, atom 22 (H): 0.082, atom 23 (H): 0.096, atom 24 (H): 0.051, atom 25 (C): -0.044, atom 26 (H): 0.113, atom 27 (H): 0.133, atom 28 (H): 0.084, atom 29 (H): 0.091, atom 30 (H): 0.092, atom 31 (H): 0.056, atom 32 (Au): 1.047, atom 33 (C): -0.418, atom 34 (Si): 0.432, atom 35 (H): -0.027, atom 36 (H): 0.004, atom 37 (C): -0.181, atom 38 (C): -0.177, atom 39 (C): -0.184, atom 40 (C): -0.264, atom 41 (Si): 0.425, atom 42 (H): 0.008, atom 43 (H): 0.019, atom 44 (C): -0.175, atom 45 (C): -0.164, atom 46 (C): -0.219, atom 47 (H): 0.049, atom 48 (H): 0.035, atom 49 (H): 0.014, atom 50 (H): 0.020, atom 51 (H): 0.043, atom 52 (H): 0.016, atom 53 (H): 0.017, atom 54 (H): 0.037, atom 55 (H): 0.031, atom 56 (H): 0.033, atom 57 (H): 0.040, atom 58 (H): 0.039, atom 59 (H): 0.028, atom 60 (H): 0.007, atom 61 (H): 0.044, atom 62 (H): 0.034, atom 63 (H): 0.041, atom 64 (H): 0.008, atom 65 (B): -0.414, atom 66 (N): -0.085, atom 67 (C): -0.080, atom 68 (C): -0.072, atom 69 (C): -0.182, atom 70 (N): -0.001, atom 71 (N): -0.053, atom 72 (C): -0.062, atom 73 (C): -0.071, atom 74 (C): -0.147, atom 75 (N): -0.117, atom 76 (H): 0.048, atom 77 (H): 0.071, atom 78 (H): 0.121, atom 79 (H): 0.082, atom 80 (H): 0.081, atom 81 (H): 0.127, atom 82 (H): 0.093, atom 83 (H): 0.092